Here is 12 unconnected molecules or ions with the total composition C45H117N9O12 in a non-equilibrium geometry from OMol25. Energies are from ωB97M-V with the def2-TZVPD basis set.

Computed properties:
E_LUMO ... 0.503 eV
Orbital gap ... 9.22 eV
E_HOMO ... -0.320 Eh
SMILES ... COC[C@H](C)N.COC[C@H](C)N.COC[C@H](C)N.COC[C@H](C)N.COC[C@H](C)N.COC[C@H](C)N.COC[C@H](C)N.COC[C@H](C)N.COC[C@H](C)N.CC(C)=O.CC(C)=O.CC(C)=O
E ... -86537.713 eV
Spin multiplicity ... 1

CARTESIAN COORDINATES (ANGSTROEM)
C: 2.9687 -2.7586 -3.5887
C: 1.7008 -2.7572 -4.4197
O: 0.9501 -3.6981 -4.4092
C: 1.4413 -1.5846 -5.2982
H: 3.8350 -2.5344 -4.2416
H: 3.1276 -3.6985 -3.0416
H: 2.9327 -1.9291 -2.8847
H: 1.4522 -0.6262 -4.7389
H: 0.5112 -1.7619 -5.7927
H: 2.2257 -1.4365 -6.0605
C: -1.2230 3.4937 -3.9658
C: -2.3780 3.9221 -3.0928
O: -3.5085 3.7613 -3.5100
C: -2.1382 4.3020 -1.6551
H: -1.5035 3.6681 -5.0265
H: -1.0770 2.4204 -3.7753
H: -0.2163 3.8561 -3.7584
H: -1.6358 5.3000 -1.6120
H: -1.5210 3.4721 -1.2934
H: -3.0934 4.3220 -1.1391
C: 0.3431 -0.8565 -1.4660
C: -0.6522 0.1017 -0.7684
O: -1.1166 1.0298 -1.3885
C: -0.9366 -0.1433 0.6947
H: 0.4885 -0.4470 -2.4672
H: -0.0992 -1.8802 -1.4338
H: 1.2902 -0.8922 -0.9212
H: -1.7512 0.5208 1.0036
H: -0.0213 0.1274 1.2361
H: -1.2011 -1.1570 0.9165
C: -0.2218 -3.5484 3.2280
C: -0.7865 -4.1060 1.9102
C: -0.5915 -5.5798 1.8417
O: 0.7430 -5.8388 2.1754
C: 1.0361 -7.2269 2.1640
N: -2.1487 -3.7059 1.7993
H: 0.7833 -3.8931 3.4112
H: -0.7940 -3.9816 4.0424
H: -0.2389 -2.4728 3.3770
H: -0.2890 -3.7464 0.9919
H: -0.7379 -5.8617 0.7779
H: -1.3672 -6.1098 2.4272
H: 0.3846 -7.7248 2.8408
H: 2.1168 -7.2300 2.4189
H: 0.9079 -7.6659 1.1442
H: -2.6813 -3.8993 2.6534
H: -2.5808 -4.0667 0.9560
C: -6.5744 -2.6278 0.6667
C: -5.6148 -1.4926 0.4527
C: -6.3176 -0.1537 0.2191
O: -5.3976 0.8155 -0.2352
C: -5.3945 1.1050 -1.6434
N: -4.6707 -1.4728 1.5824
H: -7.3210 -2.6480 -0.1958
H: -7.1333 -2.5629 1.5764
H: -6.1099 -3.6402 0.6816
H: -4.9968 -1.7137 -0.4459
H: -6.6391 0.2622 1.1728
H: -7.1928 -0.2698 -0.4222
H: -6.0100 1.9836 -1.7772
H: -5.6892 0.2649 -2.2790
H: -4.4134 1.4939 -1.9603
H: -4.9691 -0.7617 2.2222
H: -3.7286 -1.2872 1.2510
C: -4.3231 4.6499 2.9783
C: -4.6545 3.5767 1.9685
C: -5.5988 4.0791 0.8615
O: -4.9503 5.0398 0.0933
C: -5.6673 5.3156 -1.1007
N: -3.4219 2.9379 1.4402
H: -3.7733 5.4123 2.4465
H: -3.7931 4.3982 3.9144
H: -5.2761 5.1888 3.2723
H: -5.2206 2.8215 2.5198
H: -6.4807 4.4734 1.3821
H: -5.8532 3.1625 0.2397
H: -5.0969 5.9937 -1.7072
H: -6.6479 5.7584 -0.9196
H: -5.8788 4.3922 -1.6478
H: -2.7741 3.6823 1.1459
H: -3.6154 2.3751 0.6327
C: 6.0380 -3.9708 0.1864
C: 5.0755 -4.5426 1.2106
C: 4.0108 -5.3510 0.5144
O: 3.2893 -4.5141 -0.3858
C: 2.1561 -5.1373 -1.0053
N: 5.8442 -5.4550 2.0451
H: 6.9811 -3.7216 0.7317
H: 5.7226 -3.0791 -0.3728
H: 6.3183 -4.7324 -0.5563
H: 4.6487 -3.7498 1.8110
H: 3.3161 -5.7091 1.2786
H: 4.5118 -6.2049 0.0668
H: 2.4714 -5.9826 -1.5699
H: 1.7421 -4.4502 -1.7274
H: 1.4937 -5.3461 -0.1558
H: 5.2024 -5.7292 2.8055
H: 6.6805 -5.0530 2.4409
C: 5.4300 -0.7609 1.3622
C: 4.3436 -0.1718 0.5383
C: 4.5603 -0.2534 -0.9737
O: 5.5836 0.6005 -1.4440
C: 5.8851 0.3778 -2.7902
N: 3.0023 -0.8391 0.8328
H: 5.3872 -1.8362 1.2160
H: 5.2865 -0.5143 2.4332
H: 6.4332 -0.4829 1.0845
H: 4.0947 0.8826 0.7711
H: 3.6208 -0.0011 -1.4785
H: 4.7663 -1.3562 -1.1804
H: 6.7425 0.9556 -3.0979
H: 5.0732 0.5852 -3.5187
H: 6.2177 -0.6739 -2.8975
H: 2.8579 -0.6892 1.8274
H: 2.9719 -1.8431 0.6538
C: 3.6567 5.3214 -3.5546
C: 3.6924 4.6687 -2.2422
C: 3.4103 3.1215 -2.3267
O: 2.0722 2.9253 -2.8193
C: 2.0074 1.7007 -3.5044
N: 4.9715 4.8981 -1.5292
H: 3.9848 6.3481 -3.5178
H: 2.7196 5.2120 -4.0908
H: 4.4166 4.8859 -4.2119
H: 2.8344 5.1824 -1.7194
H: 3.5163 2.7288 -1.3213
H: 4.1152 2.6447 -3.0328
H: 1.0690 1.6454 -4.0439
H: 2.0549 0.8517 -2.8401
H: 2.8786 1.6295 -4.1763
H: 5.5250 5.6990 -1.7669
H: 5.5978 4.0887 -1.6071
C: -3.8467 -0.8208 -4.1604
C: -2.7092 -1.7022 -3.6965
C: -2.9715 -2.4252 -2.3751
O: -4.1600 -3.1729 -2.6054
C: -4.2710 -4.1647 -1.6299
N: -2.3602 -2.5635 -4.8133
H: -4.2217 -0.1757 -3.3665
H: -4.6875 -1.3827 -4.5783
H: -3.4451 -0.1910 -4.9528
H: -1.8863 -0.9750 -3.5203
H: -3.1190 -1.7380 -1.5479
H: -2.1448 -3.1851 -2.1399
H: -4.1823 -3.7402 -0.6376
H: -3.4531 -4.8940 -1.7566
H: -5.2545 -4.6552 -1.7681
H: -1.4910 -3.0836 -4.6840
H: -3.1072 -3.2309 -5.0264
C: 3.9722 2.7354 3.1266
C: 4.0173 3.4853 1.8017
C: 2.7425 4.2959 1.6853
O: 1.4928 3.5805 1.8067
C: 1.1912 2.6864 0.7223
N: 5.1240 4.4330 1.6155
H: 4.7197 1.9508 3.2503
H: 2.9905 2.2647 3.1875
H: 4.0880 3.3969 3.9945
H: 4.0397 2.7904 1.0025
H: 2.7621 4.7483 0.6831
H: 2.7086 5.0541 2.4670
H: 1.4869 3.0564 -0.2652
H: 0.1053 2.5287 0.6972
H: 1.6728 1.6653 0.7881
H: 4.9330 4.9566 0.7992
H: 5.1703 5.0270 2.4481
C: -1.4426 2.9635 4.4204
C: -0.6038 1.8967 5.1388
C: -1.3916 0.6729 5.5331
O: -2.1976 1.0656 6.6697
C: -3.0323 -0.0067 7.0561
N: 0.4461 1.4877 4.1896
H: -2.3012 3.2785 5.0244
H: -1.8995 2.4628 3.4935
H: -0.7705 3.8028 4.1439
H: -0.2248 2.3669 6.0517
H: -0.5990 -0.0612 5.8483
H: -2.0178 0.3151 4.7048
H: -3.6869 -0.4726 6.3487
H: -3.5441 0.2687 7.9742
H: -2.4642 -0.9084 7.4378
H: 1.2844 1.0785 4.6148
H: 0.7286 2.4014 3.8004